Entry 1:
Here is C37H33LaO2P2 as an isolated structure from the Open Molecules 2025 dataset. Energies are from ωB97M-V with the def2-TZVPD basis set.

## Properties
- Lowest unoccupied orbital energy: -6.23 eV
- HOMO: -14.00 eV
- Total charge: +2
- HOMO-LUMO gap: 7.77 eV
- DFT total energy: -2293.9855 Eh

CARTESIAN COORDINATES (ANGSTROEM)
La  1.1972  0.0718  1.7083
P  -0.3434  -1.9555  0.4734
P  0.1166  1.9171  -0.0372
O  0.6046  0.2911  3.8644
O  -1.4152  -0.4231  3.1750
C  -1.1575  2.5160  -2.4207
C  1.9744  -2.5993  1.9469
C  -1.2853  4.7452  2.6160
C  -3.4952  2.0154  -2.8262
C  -1.3756  -4.5500  0.7982
C  4.0873  1.7726  -1.1029
C  0.3445  -1.1089  -3.5346
C  0.6842  3.7385  3.6062
C  -3.6184  -3.6927  2.2626
C  1.9491  3.5638  -1.4004
C  3.3345  -2.9123  2.0756
C  1.7354  2.3448  -0.7284
C  4.2959  2.9903  -1.7440
C  0.8730  2.9871  2.4466
C  -0.3872  4.6320  3.6958
C  -3.5096  -5.0363  1.8923
C  -2.2394  2.4144  -3.2918
C  -2.3716  -5.4582  1.1854
C  -3.6540  1.6493  -1.4831
C  -2.0129  -1.5841  -3.2154
C  -2.5672  1.6946  -0.6187
C  3.2202  3.8795  -1.9025
C  -1.1045  4.0039  1.4468
C  1.3158  -2.7322  0.6846
C  -2.6495  -2.7907  1.8441
C  2.8308  1.4433  -0.6068
C  -0.9359  -1.3085  -4.0608
C  1.9878  -3.3775  -0.3682
C  -1.2960  2.1008  -1.0908
C  -1.8080  -1.7971  -1.8542
C  -0.5033  -1.7185  -1.3328
C  0.5580  -1.3281  -2.1770
C  3.3330  -3.7044  -0.2187
C  -0.0294  3.1096  1.3639
C  -0.4979  -0.3695  4.0269
C  -1.5436  -3.1836  1.0638
C  4.0069  -3.4453  0.9795
H  1.4043  1.3855  -2.4940
H  -0.4783  -4.9046  0.2873
H  3.8630  -4.1717  -1.0482
H  3.8506  -2.7518  3.0292
H  -0.5931  -0.8331  5.0186
H  -1.8002  4.0987  0.6003
H  1.5606  -1.1823  -1.7681
H  1.7753  2.3364  2.4051
H  1.3748  3.6042  4.4432
H  5.0666  -3.6886  1.0760
H  -2.6769  1.3819  0.4176
H  -2.7278  -1.7635  2.1690
H  -4.3515  1.9958  -3.5022
H  1.1279  4.2717  -1.5198
H  -4.6340  1.3161  -1.1317
H  -0.5144  5.2361  4.6064
H  1.4695  -3.5963  -1.3088
H  1.4124  -2.2381  2.8306
H  -4.4503  -3.3532  2.8858
H  -1.0790  -1.2288  -5.1332
H  -0.2097  2.9009  -2.7829
H  2.7549  0.4378  -0.1494
H  -2.6406  -1.9983  -1.1803
H  1.1471  -0.7641  -4.1968
H  -2.2660  -6.5166  0.9408
H  5.2942  3.2374  -2.1187
H  3.3915  4.8343  -2.4068
H  -2.0931  2.6599  -4.3471
H  -2.1163  5.4326  2.6956
H  -3.0238  -1.6152  -3.6273
H  -4.2987  -5.7419  2.1739
H  4.9135  1.0686  -0.9568
H  0.8988  1.3451  -3.0489

Entry 2:
Here is C37H34Br2N2OZn as an isolated structure from the Open Molecules 2025 dataset. Energies are from ωB97M-V with the def2-TZVPD basis set.

## Properties
- Lowest unoccupied orbital energy: -1.77 eV
- HOMO: -5.49 eV
- Total charge: 0
- HOMO-LUMO gap: 3.72 eV
- DFT total energy: -8542.3849 Eh

CARTESIAN COORDINATES (ANGSTROEM)
Br  0.0137  -4.6288  3.6635
Br  -4.1874  -5.3203  2.5343
Zn  -2.2258  -4.5052  3.3133
O  4.1772  4.2307  -0.2006
N  2.3757  3.3652  0.9770
N  1.6728  1.7608  -0.4467
C  3.9173  1.4129  -1.4263
C  0.3851  -5.2619  -0.8895
C  -1.1105  -4.4265  -2.4511
C  -2.0879  -4.4767  -3.4468
C  -2.4369  -5.7111  -4.0092
C  -0.8626  -0.7989  -0.9022
C  -0.0508  2.8502  1.0111
C  -3.3456  -1.5095  1.8051
C  0.1710  -0.1326  -0.2250
C  4.0822  -1.0884  1.4356
C  -2.0116  5.8008  -0.1884
C  -2.7094  4.1713  1.4810
C  -4.4463  -1.9277  1.0506
C  1.0423  0.6815  -0.9408
C  3.2274  3.4599  -0.0944
C  3.8198  -0.5427  0.1767
C  4.3510  0.7042  -0.1668
C  -1.8190  -6.8940  -3.5495
C  2.8066  2.4070  -1.1123
C  5.3024  1.3046  0.6627
C  -3.2243  6.4695  -0.0523
C  -4.1821  6.0059  0.8664
C  -1.7195  4.6583  0.5955
C  -3.9220  4.8506  1.6205
C  4.9808  -0.4484  2.2978
C  -2.1082  -1.3211  1.1866
C  -0.8946  -6.8769  -2.5002
C  -4.3279  -2.1244  -0.3322
C  -3.1230  -1.8300  -0.9655
C  2.5505  4.1540  2.1742
C  0.3548  -3.8442  -0.7649
C  5.6124  0.7338  1.8957
C  -0.5334  -5.6550  -1.9183
C  1.3536  2.3243  0.8765
C  -0.4150  4.0320  0.4759
C  -0.4740  -3.3264  -1.7860
C  -2.0240  -1.3315  -0.2265
H  -3.1763  -5.7661  -4.8204
H  -5.1220  6.5461  0.9936
H  -1.2542  6.1463  -0.8963
H  -3.4262  7.3576  -0.6542
H  2.4809  2.9431  -2.0231
H  -2.5602  -3.5472  -3.7801
H  -0.4312  -7.8010  -2.1530
H  0.2582  -0.1595  0.8679
H  2.7708  3.5126  3.0381
H  1.5244  1.5635  1.6634
H  -4.6687  4.4829  2.3272
H  -2.4983  3.2748  2.0690
H  4.7504  2.0016  -1.8273
H  -3.0065  -2.0047  -2.0345
H  1.2142  0.4987  -2.0018
H  3.5854  -2.0132  1.7350
H  -5.4110  -2.0799  1.5374
H  1.6304  4.7070  2.3822
H  -1.2184  -1.1633  1.7975
H  6.3469  1.2214  2.5379
H  -0.4949  -2.3445  -2.2332
H  0.8805  -3.2471  -0.0206
H  5.7723  2.2395  0.3428
H  3.3781  4.8563  2.0386
H  -0.7705  2.1653  1.4604
H  3.5617  0.7043  -2.1845
H  -3.4409  -1.3639  2.8901
H  -2.0666  -7.8339  -4.0350
H  3.1629  -1.0596  -0.5287
H  5.1865  -0.8647  3.2855
H  -5.1723  -2.5149  -0.9104
H  0.9633  -5.9494  -0.2799
H  -1.0168  -0.4776  -1.9505
H  0.3134  4.5740  -0.1379

Entry 3:
Here is C37H34CsN8 as an isolated structure from the Open Molecules 2025 dataset. Energies are from ωB97M-V with the def2-TZVPD basis set.

## Properties
- Lowest unoccupied orbital energy: 2.01 eV
- HOMO: -1.84 eV
- Total charge: -1
- HOMO-LUMO gap: 3.85 eV
- DFT total energy: -1888.4213 Eh

CARTESIAN COORDINATES (ANGSTROEM)
Cs  -1.2313  0.2848  -0.1419
N  0.0264  1.7857  -2.3042
N  -2.4772  -2.3251  -0.7144
N  -0.3431  1.7596  2.1769
N  -1.1360  1.2056  2.9747
N  1.6511  0.6340  0.3737
N  0.3045  -1.3065  1.8717
N  -1.2065  -0.8083  -2.8980
N  -3.1403  1.3980  1.7234
C  -3.0673  -4.0687  -2.2121
C  -2.4616  -2.8232  -1.9902
C  -0.5927  -0.5867  -5.1878
C  0.5093  3.4192  -0.5790
C  -1.7980  -2.0312  -3.1306
C  -4.9985  2.6696  2.5906
C  -3.0566  -3.0088  0.3004
C  1.2445  3.2929  -4.2682
C  -2.9683  2.4987  3.8517
C  0.0430  1.2894  -3.5798
C  -1.7796  -2.5352  -4.4333
C  -3.6613  -4.2379  0.1133
C  4.4346  0.7346  -2.0452
C  0.9047  -1.9177  2.6546
C  1.2087  3.7634  -2.9664
C  2.6794  -1.0957  -0.9097
C  3.1421  -2.3574  3.5917
C  1.4089  1.8842  3.8631
C  0.5898  2.9809  -2.0089
C  1.6613  -2.6918  3.6457
C  -2.4304  1.7244  2.8264
C  -4.2693  2.9799  3.7309
C  1.9894  0.9659  1.6567
C  2.7068  1.7009  4.3311
C  -3.0103  -2.3618  1.6505
C  -3.6653  -4.7736  -1.1634
C  3.6482  1.1349  3.4905
C  -4.3939  1.8838  1.6233
C  -0.6026  -0.0689  -3.8909
C  3.2919  0.7760  2.1866
C  3.4901  1.1529  -1.1020
C  0.6632  2.0591  -4.5745
C  1.0149  1.5052  2.5541
C  3.6192  -1.5213  -1.8535
C  2.6063  0.2435  -0.4991
C  4.5013  -0.6048  -2.4200
C  -1.1793  -1.8161  -5.4592
H  0.7179  1.7365  -5.6061
H  -0.1378  -0.0643  -6.0192
H  1.5231  -3.7630  3.4629
H  3.6487  -2.5655  -2.1422
H  -1.9699  -2.2065  1.9527
H  -3.0980  -4.5317  -3.1898
H  3.5625  -2.5807  2.6051
H  -4.1206  -4.7715  0.9378
H  1.7219  3.8796  -5.0480
H  -4.9164  1.6114  0.7112
H  4.6653  0.9697  3.8281
H  3.3157  -1.2954  3.7975
H  3.4327  2.2024  -0.8218
H  1.2772  -2.4832  4.6503
H  0.9866  4.3921  -0.4248
H  5.1067  1.4632  -2.4848
H  -3.4988  -2.9769  2.4128
H  -0.5385  3.5011  -0.2736
H  -3.5187  -1.3933  1.6162
H  3.6916  -2.9424  4.3360
H  0.6722  2.3330  4.5217
H  1.6546  4.7182  -2.7116
H  -6.0117  3.0291  2.4556
H  1.9854  -1.8137  -0.4777
H  2.9735  1.9946  5.3392
H  1.0103  2.6879  0.0629
H  5.2284  -0.9308  -3.1543
H  -4.1308  -5.7375  -1.3498
H  -2.3683  2.7199  4.7269
H  -2.7054  1.8121  -2.0745
H  -1.1685  -2.2141  -6.4705
H  -4.7027  3.5896  4.5169
H  4.0643  0.3311  1.5609
H  -2.2225  -3.4870  -4.6953